# 1
A structure of composition C42H48ClF2N8O7Re, computed with ωB97M-V/def2-TZVPD.

Last column: Mulliken spin population.
Geometry (Å):
Re (-1.7770, -1.9354, 0.3260)  0.931
C (-1.6831, 0.9022, -3.3166)  0.000
C (-2.1862, -0.2369, -2.4687)  0.006
O (-2.0944, -0.1863, -1.2334)  0.003
N (-2.7768, -1.2308, -3.1440)  -0.003
C (-3.5035, -2.3423, -2.5494)  0.015
C (-2.6427, -3.5412, -2.2125)  -0.006
C (-2.7350, -4.6723, -3.0116)  -0.003
C (-1.9951, -5.8027, -2.7116)  0.004
C (-1.1045, -5.7379, -1.6524)  -0.004
C (-1.0454, -4.5807, -0.9072)  -0.001
N (-1.8335, -3.5179, -1.1349)  -0.013
H (-1.0584, 1.5510, -2.7097)  0.000
H (-2.5291, 1.4797, -3.6911)  0.000
H (-1.1137, 0.5349, -4.1697)  0.000
H (-2.7448, -1.1876, -4.1485)  0.000
H (-4.2713, -2.6510, -3.2547)  0.000
H (-3.9983, -1.9920, -1.6518)  0.000
H (-3.4049, -4.6668, -3.8600)  0.000
H (-2.1020, -6.7069, -3.2947)  0.000
H (-0.4703, -6.5726, -1.3926)  0.000
H (-0.3424, -4.4857, -0.0930)  0.003
F (0.1984, 3.1408, 4.5750)  0.000
C (-1.0568, 2.6668, 4.4431)  -0.001
C (-1.2731, 1.6687, 3.5391)  0.002
C (-2.5641, 1.1809, 3.3095)  -0.001
C (-2.7877, 0.1441, 2.3167)  0.016
O (-1.7918, -0.4083, 1.7750)  0.001
C (-4.1510, -0.1532, 2.0546)  -0.008
C (-5.1354, 0.3986, 2.8291)  -0.005
N (-4.9120, 1.2479, 3.8398)  -0.001
C (-6.0163, 1.6880, 4.6672)  0.000
C (-6.0622, 1.2364, 6.0998)  0.000
C (-7.0469, 0.6983, 5.1106)  0.000
C (-3.6258, 1.7172, 4.0557)  0.000
C (-3.3685, 2.7066, 5.0079)  0.000
C (-2.0955, 3.2238, 5.2187)  -0.001
N (-1.8880, 4.2044, 6.1933)  0.000
C (-0.5530, 4.6268, 6.6150)  0.000
C (-0.6822, 5.4441, 7.9100)  0.000
N (-1.8616, 4.9266, 8.6688)  0.000
C (-3.1427, 5.2805, 7.9670)  0.000
C (-2.8818, 5.2318, 6.4557)  0.000
C (-4.6369, -1.0292, 0.9299)  0.018
O (-5.8041, -1.0074, 0.6232)  0.009
O (-3.7498, -1.7744, 0.3199)  0.029
H (-0.4439, 1.2541, 2.9792)  -0.003
H (-6.1615, 0.1348, 2.6105)  0.000
H (-6.3486, 2.6917, 4.4291)  0.000
H (-6.4001, 1.9331, 6.8545)  0.000
H (-5.2795, 0.5683, 6.4344)  0.000
H (-8.0714, 1.0361, 5.1627)  0.000
H (-6.9464, -0.3346, 4.8076)  0.000
H (-4.1949, 3.0671, 5.5994)  0.000
H (-0.0404, 5.2322, 5.8617)  0.000
H (0.0580, 3.7446, 6.7981)  0.000
H (-0.8423, 6.5029, 7.7172)  0.000
H (0.2196, 5.3448, 8.5100)  0.000
H (-1.8717, 5.2746, 9.6280)  0.000
H (-1.7738, 3.9091, 8.7053)  0.000
H (-3.4525, 6.2795, 8.2695)  0.000
H (-3.9053, 4.5663, 8.2713)  0.000
H (-2.5141, 6.2012, 6.1019)  0.000
H (-3.8066, 5.0344, 5.9259)  0.000
C (6.2569, 0.3413, -1.2397)  0.000
C (5.7620, -1.0977, -1.3417)  0.000
N (4.3384, -1.1678, -1.6882)  0.000
C (3.4370, -1.1674, -0.6841)  0.003
C (2.1004, -1.3615, -0.8357)  0.004
C (1.2723, -1.3017, 0.4279)  -0.003
O (1.6688, -0.6465, 1.3618)  0.010
O (0.1930, -2.0646, 0.4789)  0.016
C (1.5433, -1.5779, -2.1557)  -0.001
O (0.3719, -1.8458, -2.4054)  0.002
C (2.5277, -1.4190, -3.2422)  0.000
C (2.0966, -1.4847, -4.5643)  0.000
C (2.9715, -1.3560, -5.6074)  0.000
F (2.4653, -1.4544, -6.8561)  0.000
C (4.3455, -1.1432, -5.4008)  0.000
C (4.7667, -1.0614, -4.0780)  0.000
C (3.8942, -1.2184, -2.9948)  0.000
N (5.2858, -0.9635, -6.4357)  0.000
C (6.5674, -1.6526, -6.3643)  0.000
C (7.6677, -0.7125, -6.8796)  0.000
N (7.0644, 0.2272, -7.8787)  0.000
C (6.0460, -0.4791, -8.7090)  0.000
C (4.8392, -0.8163, -7.8230)  0.000
H (7.3093, 0.3521, -0.9593)  0.000
H (5.6946, 0.8752, -0.4741)  0.000
H (6.1370, 0.8719, -2.1847)  0.000
H (5.8904, -1.5951, -0.3821)  0.000
H (6.3291, -1.6665, -2.0764)  0.000
H (3.8343, -1.0160, 0.3120)  -0.001
H (1.0504, -1.6735, -4.7644)  0.000
H (5.8062, -0.8392, -3.8879)  0.000
H (6.5394, -2.5720, -6.9622)  0.000
H (6.7910, -1.9472, -5.3447)  0.000
H (8.4570, -1.2842, -7.3647)  0.000
H (8.1077, -0.1262, -6.0754)  0.000
H (7.7923, 0.6430, -8.4610)  0.000
H (6.5928, 0.9839, -7.3793)  0.000
H (6.5122, -1.3747, -9.1152)  0.000
H (5.7388, 0.1509, -9.5407)  0.000
H (4.3668, -1.7195, -8.2188)  0.000
H (4.1058, -0.0122, -7.8629)  0.000
Cl (-3.5895, -3.9438, 2.2357)  0.003
C (-1.9360, -3.3943, 1.9232)  -0.030
H (-1.3507, -4.2952, 1.7533)  0.001
H (-1.5842, -2.9146, 2.8363)  0.002

Values from the calculation:
* energy relative to the best compared isomer or geometry (same formula, charge and spin): 84.3 kJ/mol
* multiplicity: 2
* electronic energy: -90653.636 eV
* net charge: +3
* maximum force: 0.04395 Eh/bohr
* E_HOMO (spin up / spin down): -13.59 / -13.27 eV

# 2
The molecule C5H9O2P, computed with ωB97M-V/def2-TZVPD.

Last column: Löwdin charge in e.
Geometry (Å):
C (-0.1469, -1.7695, 0.2444)  -0.169
C (0.7605, -0.7985, 0.4977)  -0.163
C (-0.6560, 1.0827, -1.1069)  -0.056
C (-1.4912, -1.4934, -0.0469)  -0.196
C (1.7256, 1.8619, 0.4768)  -0.181
O (-0.7083, 1.1982, 1.6274)  -0.362
O (-2.2831, -2.3031, -0.7426)  0.052
P (0.1389, 0.9094, 0.4541)  0.487
H (0.1718, -2.8078, 0.1979)  0.111
H (1.7407, -1.0214, 0.8902)  0.073
H (-0.1471, 0.7847, -2.0065)  0.026
H (-1.4062, 1.8515, -1.1804)  0.025
H (-2.0045, -0.6528, 0.3974)  0.107
H (2.2883, 1.7009, -0.4424)  0.043
H (1.4806, 2.9172, 0.5757)  0.042
H (2.3145, 1.5508, 1.3360)  0.043
H (-1.7777, -3.0107, -1.1718)  0.119

Values from the calculation:
* energy relative to the best compared isomer or geometry (same formula, charge and spin): 280.0 kJ/mol
* electronic energy: -18711.986 eV
* maximum force: 0.03801 Eh/bohr
* E_HOMO (spin up / spin down): -7.38 / -9.21 eV